Record 1
DFT (ωB97M-V with the def2-TZVPD basis set) results for a 8-piece molecular cluster, C21H48ClN2O8P2S overall at a distorted geometry.

Geometry as XYZ:
```
83
C21H48ClN2O8P2S, DFT ωB97M-V with the def2-TZVPD basis set
Cl 0.95275 -4.76481 -1.59188
S -1.90907 -4.15467 0.54892
P 2.63959 -3.08592 0.22771
P -0.24079 -3.17638 0.50946
O 3.09329 -2.66716 -1.32663
O -0.98998 6.82424 1.19637
O -0.60745 0.33754 1.43388
O -0.32026 3.12092 -1.95763
O -5.92098 1.05224 0.63975
O 0.91884 -4.07165 -6.47287
O 4.28326 -0.00127 -0.15332
O 2.89326 -5.42780 3.07582
N 3.90948 -4.03985 0.92285
N 1.19198 -4.22111 0.06042
C 4.14311 0.52284 0.93531
C 0.14103 4.11619 0.15498
C -2.39689 7.51996 -0.58578
C 2.92190 -7.79145 3.30956
C -2.02656 7.36056 0.86496
C 1.57264 -3.26896 -5.84952
C -6.37409 0.62962 -0.40176
C 0.35822 3.90028 -1.31818
C 1.76821 -6.24301 5.00434
C 1.33932 -3.04958 -4.37667
C -2.63778 1.37626 2.10240
C -1.99302 1.04699 -0.35999
C -2.99296 7.89297 1.88790
C 2.65017 -2.44982 -6.50870
C 1.45647 4.69513 -1.97314
C -6.68556 1.55101 -1.55093
C 5.09255 0.23930 2.06723
C 3.01349 1.47968 1.20047
C -1.64823 0.86981 1.09199
C 2.55838 -6.39698 3.73540
C -6.64826 -0.83803 -0.59821
H -6.09108 1.27292 -2.42301
H 2.33234 -6.65038 5.84438
H -2.50153 8.57836 -0.82894
H 1.04669 -2.01344 -4.19516
H -0.67683 3.48430 0.49760
H 2.37870 1.09501 2.00089
H 1.25305 5.76264 -1.87345
H -2.59942 7.71054 2.88677
H -2.10236 2.10530 -0.59020
H 0.53579 -3.70455 -4.04120
H 2.41604 4.45493 -1.51170
H -6.05233 -1.22044 -1.42897
H -2.26187 1.18379 3.10687
H 0.81240 -6.76120 4.91190
H 3.61483 -2.65823 -6.04223
H -2.77730 2.45161 1.97939
H 2.01612 -8.37693 3.14368
H -7.70920 -0.99496 -0.79865
H -3.33242 6.99686 -0.79068
H -0.11951 5.16231 0.34451
H -1.61235 7.09293 -1.20978
H 3.41238 2.45703 1.47824
H -3.59155 0.85994 1.97691
H -0.18769 -2.10754 -0.42130
H 2.70706 -2.71124 -7.56391
H -7.74821 1.49810 -1.79298
H 3.49000 -7.75150 2.38075
H 1.04455 3.85079 0.70773
H 2.24565 -3.28491 -3.81709
H 2.41641 -1.38715 -6.42175
H 3.33866 -1.72369 -1.27995
H 3.61434 -4.16423 1.90368
H -2.92011 0.51594 -0.58834
H -6.37843 -1.38075 0.30695
H -3.95448 7.38602 1.79054
H 3.53568 -8.26538 4.07664
H -6.44020 2.57436 -1.27059
H 4.77020 -3.49314 0.90223
H -3.12351 8.96771 1.75228
H 0.13978 -2.63430 1.77616
H 1.50335 4.44367 -3.03198
H 4.54947 -0.19963 2.90618
H 1.26715 -5.04768 0.67472
H 5.58126 1.16196 2.38273
H 1.57854 -5.18624 5.18863
H 5.85495 -0.46452 1.73416
H -1.19233 0.63928 -0.97594
H 2.41129 1.58866 0.29878
```

Computed properties:
Net charge: +1
Frontier orbital gap in eV: 7.3

---

Record 2
DFT (ωB97M-V with the def2-TZVPD basis set) results for C65H47BBaBr3F5N6O5P2S2 as an isolated structure at a distorted geometry.

Geometry as XYZ:
```
137
C65H47BBaBr3F5N6O5P2S2, DFT ωB97M-V with the def2-TZVPD basis set
Ba -1.81580 1.14381 -0.64088
Br -5.73560 2.95621 -1.06118
Br 1.12400 7.32351 3.14812
Br -3.27600 3.80181 3.50602
S -2.71450 2.56211 -3.18528
S 0.99720 0.90091 -2.67498
P 1.68210 -2.15369 -0.73878
P 1.34220 1.50801 3.00832
F -6.39220 -6.00699 -2.55538
F -4.40800 -2.52769 -0.02698
F -5.34110 -4.91199 -4.84488
F -3.90590 -2.64369 -4.77398
F -5.87530 -4.79569 -0.15148
O -2.94450 -0.48859 3.08792
O 1.34120 -1.48979 1.75872
O -3.46020 -1.35509 -2.33798
O -2.11850 2.80091 0.88542
O -1.95170 -0.17199 1.11382
N -0.49440 3.94311 -4.00018
N -1.78970 4.99651 -2.57638
N -4.39240 1.04291 0.39402
N 0.11640 3.55031 -0.42828
N -0.65210 -0.49719 -4.26408
N -0.35480 1.56721 -4.93588
C 1.14990 3.95061 -1.12398
C -2.88020 5.25851 -1.68298
C -0.61700 -1.68769 -3.47288
C 4.74190 -3.78799 1.56782
C 3.85590 0.27791 2.36052
C 2.72060 0.95111 1.92062
C 3.98230 3.14101 5.65672
C 3.57970 -1.92109 -2.68598
C 2.70400 0.70371 5.41142
C -5.58930 1.37861 -0.02358
C 2.23100 -3.88129 -2.97918
C 2.43020 -2.29269 1.79952
C -0.32280 0.08941 4.62352
C -0.76280 5.84531 -2.89828
C 4.70660 0.23481 0.11682
C 3.94680 -3.34249 -4.57668
C 0.60410 -3.60039 -0.33198
C 3.04900 2.94631 4.65412
C 4.22730 -3.48839 2.81602
C 2.56510 -2.75949 -2.23018
C -5.42010 -0.64989 1.71512
C -1.60300 3.82691 -3.25468
C -1.07310 -5.70539 0.37472
C -0.95690 5.41211 3.10252
C -0.10680 -2.38199 3.43012
C 2.41250 1.71881 4.50522
C 0.53960 5.28961 1.19082
C -0.75440 -3.37959 -0.14428
C -6.65370 -0.36359 1.16252
C -5.39560 -4.23849 -1.28998
C 0.14570 5.85701 2.41222
C 4.08410 -3.36369 0.42022
C 2.61010 1.28231 0.57602
C 3.63990 0.89541 6.41142
C 0.28270 -5.92919 0.19772
C -4.30390 0.06281 1.28202
C -0.89610 -2.22759 4.55142
C 0.51430 -0.05199 3.51592
C -5.12950 -4.29599 -3.65558
C 1.61260 5.73831 0.39352
C -0.21690 4.18881 0.69682
C -5.65240 -4.86599 -2.50258
C 0.59110 -1.30079 2.90262
C -4.11490 -2.41099 -2.38948
C -6.75610 0.70631 0.28522
C 1.11910 -4.88299 -0.14628
C 4.83600 -0.08809 1.45742
C 4.29580 2.10911 6.52632
C -0.03120 0.67471 -3.98748
C -4.39990 -3.13019 -3.60178
C -4.66050 -3.07779 -1.24208
C -1.23310 0.95691 -5.78838
C 4.26940 -2.20939 -3.84588
C -1.01020 -0.98309 5.15082
C 3.59430 0.92821 -0.32608
C 1.91080 5.07401 -0.76518
C 2.92770 -4.17309 -4.14078
C -1.42040 -0.32049 -5.38458
C -2.92820 -0.23079 1.88732
C -1.71130 4.37781 2.58132
C 3.08040 -2.72009 2.94442
C 2.91040 -2.64609 0.53172
C 0.02700 5.18231 -3.77628
C -1.58510 -4.43069 0.20992
C -1.41000 3.71201 1.37562
B 0.16740 3.00411 -5.06138
H 2.69920 -2.45539 3.92042
H -7.53460 -0.93909 1.41602
H 0.91830 5.50011 -4.27868
H 3.80190 -1.02849 -2.12208
H 1.42440 -4.52879 -2.66108
H -0.02240 -2.45989 -3.96788
H 3.99010 0.03181 3.40492
H 2.81230 3.74871 3.96782
H 4.48150 -3.60009 -0.55778
H 5.64960 -4.36879 1.47892
H 2.18230 6.60591 0.70522
H 2.17970 -5.06469 -0.26458
H -1.44230 -3.07269 4.94432
H 4.47510 4.09771 5.75522
H -0.65910 6.82181 -2.46658
H -2.77840 6.26931 -1.28958
H 2.72250 5.38801 -1.40378
H -1.65830 1.48771 -6.61508
H -2.04020 -1.10709 -5.76418
H -0.03890 -3.33419 2.92032
H -2.86790 4.53731 -0.86208
H 2.66760 -5.05539 -4.71358
H -1.15880 -2.38199 -0.25228
H 2.19980 -0.24849 5.32722
H -0.16450 -1.45629 -2.50628
H -1.63390 -2.04449 -3.31828
H 5.05250 -1.54639 -4.18688
H -0.13940 3.41791 -6.14748
H 1.35020 3.02981 -4.86658
H 5.04690 2.24991 7.29222
H -1.72620 -6.52229 0.65022
H -5.28520 -1.42309 2.45422
H 3.47180 1.20281 -1.36278
H 0.69170 -6.92189 0.33572
H -7.69720 1.02221 -0.13708
H 4.72140 -3.85259 3.70642
H 4.48150 -3.57309 -5.48938
H 1.38330 3.36321 -2.00208
H 5.47810 -0.06259 -0.57828
H -3.83860 5.15471 -2.20148
H -0.41550 1.07141 5.07282
H -2.63280 -4.24749 0.37522
H -1.25010 5.87331 4.03642
H 3.86690 0.08401 7.09102
H 1.73870 1.81291 0.22942
H -1.65400 -0.84719 6.00822
H 5.70030 -0.63859 1.80832
```

Computed properties:
Net charge: -2
Frontier orbital gap in eV: 6.2

---

Record 3
DFT (ωB97M-V with the def2-TZVPD basis set) results for an isolated ion of composition C10H10N and charge +1 at a distorted geometry.

Geometry as XYZ:
```
21
C10H10N, DFT ωB97M-V with the def2-TZVPD basis set
N 3.44124 -0.93332 -0.07194
C 1.51303 -0.29324 0.16307
C 2.32245 -1.58976 -0.09996
C -1.55936 -1.29292 -0.36909
C -3.19878 0.57029 0.26454
C -0.95005 -0.10438 -0.44111
C 0.46044 0.20884 -0.83312
C 2.89974 0.39665 0.09648
C -2.75507 -1.77106 -0.03312
C -3.64431 -0.73890 0.30789
C -1.90284 0.88736 -0.09152
H -3.88528 1.36800 0.50690
H 0.65380 -0.22344 -1.81774
H 4.40000 -1.24359 -0.13800
H 1.11182 -0.31111 1.17778
H -1.56878 1.91421 -0.12029
H -3.03860 -2.80950 -0.01631
H 3.23334 0.91749 0.99581
H 3.05013 1.02982 -0.77877
H -4.65063 -0.99990 0.59706
H 0.56111 1.29319 -0.91160
```

Computed properties:
Net charge: +1
Relative energy (zero: lowest compared OMol25 entry of this formula, charge and spin) in eV: 7.3043
Frontier orbital gap (spin up / spin down) in eV: 4.3 / 4.4

---

Record 4
DFT (ωB97M-V with the def2-TZVPD basis set) results for C19H45NNbO5S2 as an isolated structure at a distorted geometry.

Geometry as XYZ:
```
73
C19H45NNbO5S2, DFT ωB97M-V with the def2-TZVPD basis set
Nb -3.38420 1.68688 -2.54145
S -0.79357 -2.73452 0.59661
S -1.83208 -2.50331 -2.18492
O 5.65447 -1.67790 -3.25456
O -1.61161 6.60916 0.93539
O 1.85108 -0.61493 0.30614
O -2.82846 3.23469 0.80210
O -1.92886 -3.85875 3.61739
N 0.65194 -2.16559 -1.65001
C -3.22865 -0.75468 -0.35808
C 1.15165 0.08680 -0.70308
C 1.86402 -2.70736 -1.03026
C -1.80442 2.84781 -1.33271
C 2.62878 -1.68526 -0.15746
C -1.89157 6.75851 3.32993
C -3.33645 -1.93880 -1.34206
C -1.95800 -5.27929 3.57534
C 0.83195 -0.74443 -1.95120
C -4.11951 0.44004 -0.79449
C 0.32551 6.16167 2.30860
C 6.91281 -1.04714 -3.02822
C 6.97323 -0.48168 -1.61757
C -1.96455 2.71741 0.11296
C -0.95860 6.96332 2.14441
C -0.55882 -2.44996 -0.99540
C -1.78597 -5.85900 4.97251
C -3.24484 -5.76040 2.92231
C 7.15398 0.03246 -4.07303
H -0.80975 2.51789 -1.64711
H -1.41700 7.05851 4.26691
H -3.54118 -1.12201 0.62095
H -0.09698 -0.36337 -2.38284
H -1.93006 3.89774 -1.61672
H -1.10828 -5.56777 2.95456
H -2.67186 -3.55778 4.15030
H -4.31083 1.09896 0.05914
H 7.66162 -1.83317 -3.13874
H -0.85741 -5.50398 5.42063
H 2.97939 -2.21295 0.73075
H 0.21064 0.41132 -0.25420
H -4.65111 0.83297 -3.54784
H -2.80539 7.33886 3.19906
H -2.16425 0.43136 -3.10438
H 1.68131 0.99751 -1.01494
H 1.60313 -0.63458 -2.71788
H 6.80127 -1.26741 -0.88149
H 0.09840 5.09370 2.36011
H -1.84052 5.67104 0.97426
H 7.10699 -0.39049 -5.07678
H -2.19583 -0.41269 -0.27391
H 6.19428 0.27314 -1.47858
H -1.76890 -6.95031 4.95116
H -2.17733 5.70652 3.40639
H -4.11110 -5.43781 3.50769
H 3.53218 -1.35767 -0.69446
H 0.98391 6.31813 1.45334
H 1.61328 -3.59874 -0.46257
H 2.52796 -3.01758 -1.84431
H 6.38411 0.80570 -4.00387
H 0.85966 6.44528 3.21796
H -3.77237 -2.80408 -0.84244
H -4.62742 2.99175 -2.17222
H 7.93959 -0.01702 -1.41471
H -1.20216 2.08375 0.62496
H -5.09775 0.01097 -1.05215
H 8.12828 0.50530 -3.93835
H -0.71633 8.02412 2.04908
H -2.60863 -5.54042 5.61939
H -4.00105 -1.64113 -2.15456
H -2.94970 2.63009 -4.06448
H -3.34252 -5.33391 1.92386
H 4.96971 -1.00646 -3.16359
H -3.26921 -6.84904 2.84340
```

Computed properties:
Net charge: -1
Frontier orbital gap in eV: 7.4

---

> Which value of net charge does entry 1 give?

+1

---

> Which value of net charge does entry 1 give?

+1

---

> Look up the net charge of the third one.

+1

---

> net charge of number 4 (C19H45NNbO5S2)?

-1